1.
Molecular formula: C19H22O6
Method: DFT, ωB97M-V with the def2-TZVPD basis set

Geometry (Å):
1 C -2.130 -6.100 -0.288
2 O -2.727 -4.914 0.170
3 C -1.932 -3.950 0.720
4 C -2.583 -2.805 1.153
5 C -1.873 -1.759 1.731
6 O -2.582 -0.679 2.122
7 C -0.490 -1.863 1.908
8 C 0.327 -0.814 2.619
9 C 1.061 0.123 1.652
10 C 0.180 1.223 1.110
11 O -0.938 1.427 1.556
12 C 0.732 2.065 0.036
13 C 2.045 1.990 -0.421
14 C 2.460 2.830 -1.430
15 C 1.607 3.761 -2.027
16 O 2.193 4.492 -3.004
17 C 1.490 5.483 -3.723
18 C 0.273 3.843 -1.570
19 O -0.564 4.756 -2.156
20 C -1.894 4.836 -1.703
21 C -0.127 2.999 -0.551
22 C 0.155 -3.012 1.440
23 O 1.516 -3.031 1.613
24 C 2.229 -4.187 1.259
25 C -0.551 -4.051 0.848
26 H -2.946 -6.713 -0.668
27 H -1.418 -5.909 -1.098
28 H -1.624 -6.637 0.521
29 H -3.651 -2.721 1.040
30 H -2.008 0.113 2.152
31 H 1.073 -1.331 3.224
32 H -0.304 -0.225 3.289
33 H 1.475 -0.458 0.827
34 H 1.893 0.608 2.170
35 H 2.748 1.295 0.006
36 H 3.473 2.794 -1.798
37 H 0.647 5.061 -4.272
38 H 1.134 6.280 -3.068
39 H 2.218 5.888 -4.426
40 H -1.944 5.120 -0.647
41 H -2.358 5.614 -2.308
42 H -2.428 3.893 -1.853
43 H -1.136 3.032 -0.171
44 H 3.265 -3.990 1.531
45 H 1.874 -5.066 1.808
46 H 2.173 -4.385 0.183
47 H -0.034 -4.926 0.497

## Properties
SMILES ... COc1cc(O)c(CCC(=O)c2ccc(OC)c(OC)c2)c(OC)c1
Calculated total energy ... -32343.713 eV
Highest occupied orbital energy ... -7.870 eV
HOMO-LUMO gap ... 0.29977 Ha
Energy above the lowest of the compared OMol25 structures with the same formula, charge and spin ... 142.7 kJ/mol


2.
Molecular formula: C19H22O7
Method: DFT, ωB97M-V with the def2-TZVPD basis set

Geometry (Å):
1 O -1.907 -2.819 5.090
2 C -2.642 -3.342 4.147
3 C -2.976 -2.546 3.021
4 C -3.777 -3.095 1.980
5 C -4.070 -4.396 1.983
6 O -4.781 -4.828 0.914
7 C -3.816 -5.282 3.055
8 C -3.169 -4.718 4.139
9 H -1.523 -3.522 5.654
10 H -2.556 -1.570 3.064
11 H -4.014 -2.354 1.150
12 H -4.727 -5.815 1.006
13 H -4.357 -6.309 3.237
14 H -2.814 -5.335 4.944
15 O 1.508 0.440 -2.583
16 C 0.797 1.211 -3.386
17 C -0.104 2.180 -3.021
18 C -0.841 3.026 -3.890
19 C -0.623 2.766 -5.306
20 O -1.385 3.603 -6.213
21 C 0.079 1.810 -5.752
22 C 0.778 0.986 -4.800
23 H 1.504 -0.553 -2.614
24 H -0.036 2.506 -1.918
25 H -1.413 3.829 -3.506
26 H -1.169 3.597 -7.142
27 H 0.125 1.334 -6.836
28 H 1.198 -0.034 -5.118
29 O 4.021 1.930 -1.542
30 C 4.025 2.021 -0.228
31 C 5.100 2.421 0.485
32 C 5.040 2.565 1.886
33 C 3.939 2.118 2.525
34 O 3.973 2.341 3.862
35 C 2.775 1.736 1.812
36 C 2.850 1.523 0.438
37 H 3.332 1.499 -2.017
38 H 5.894 2.785 -0.057
39 H 5.869 3.016 2.185
40 H 3.366 2.098 4.530
41 H 1.795 1.524 2.363
42 H 1.932 0.887 -0.104
43 C -0.950 0.076 0.712
44 O -2.202 0.291 0.084
45 H -0.700 -0.971 0.684
46 H -1.086 0.336 1.748
47 H -0.122 0.649 0.036
48 H -2.138 0.385 -0.702

## Properties
SMILES ... Oc1ccc(O)cc1.Oc1ccc(O)cc1.Oc1ccc(O)cc1.CO
Calculated total energy ... -34385.478 eV
Highest occupied orbital energy ... -7.688 eV
HOMO-LUMO gap ... 0.29039 Ha
Energy above the lowest of the compared OMol25 structures with the same formula, charge and spin ... 144.0 kJ/mol


3.
Molecular formula: C19H23As2CoINO5S
Method: DFT, ωB97M-V with the def2-TZVPD basis set

Geometry (Å):
1 Co -0.424 -0.973 -2.250
2 C -1.227 3.995 1.389
3 As -0.828 2.203 0.702
4 C 0.867 2.165 1.745
5 C -1.993 1.073 1.782
6 C -2.281 1.432 3.116
7 C -3.320 0.901 3.840
8 C -4.143 -0.028 3.244
9 C -3.864 -0.439 1.910
10 C -2.768 0.057 1.208
11 As -1.918 -1.004 -0.231
12 C -1.217 -2.555 0.867
13 C -3.491 -1.933 -1.011
14 H -0.318 4.390 1.881
15 H -2.005 3.876 2.209
16 H -1.612 4.614 0.594
17 H 0.636 2.573 2.755
18 H 1.737 2.717 1.261
19 H 1.245 1.136 1.733
20 H -1.546 2.065 3.605
21 H -3.437 1.354 4.798
22 H -5.041 -0.408 3.769
23 H -4.405 -1.205 1.351
24 H -1.913 -2.681 1.691
25 H -0.246 -2.293 1.299
26 H -1.176 -3.500 0.348
27 H -3.622 -2.880 -0.472
28 H -3.310 -2.144 -2.051
29 H -4.399 -1.244 -0.907
30 O 0.652 -2.511 -3.524
31 C 0.010 -3.338 -2.848
32 O -0.772 -2.993 -1.897
33 H 0.107 -4.436 -2.983
34 I -0.989 0.195 -4.791
35 C -1.449 0.489 -2.760
36 H -2.523 0.517 -2.717
37 H -0.944 1.383 -2.356
38 O 1.524 1.950 -1.973
39 C 1.964 0.821 -1.609
40 N 1.258 -0.346 -1.346
41 S 2.132 -1.362 -0.330
42 O 1.986 -2.776 -0.700
43 O 1.798 -1.088 1.049
44 C 3.674 -0.658 -0.764
45 C 4.985 -1.103 -0.505
46 C 6.008 -0.333 -0.978
47 C 5.751 0.970 -1.493
48 C 4.450 1.423 -1.650
49 C 3.388 0.587 -1.332
50 H 5.146 -1.992 0.097
51 H 7.045 -0.690 -0.937
52 H 6.590 1.635 -1.717
53 H 4.224 2.394 -2.111

## Properties
⟨S²⟩ ... 6.02
Calculated total energy ... -210040.237 eV
Spin multiplicity ... 5
Highest occupied orbital energy (alpha / beta) ... -7.993 / -8.572 eV
HOMO-LUMO gap (alpha / beta) ... 0.29591 / 0.25998 Ha
Energy above the lowest of the compared OMol25 structures with the same formula, charge and spin ... 0.0 kJ/mol


4.
Molecular formula: C19H23BrClNTc
Method: DFT, ωB97M-V with the def2-TZVPD basis set

Geometry (Å):
1 C 4.803 4.722 -0.771
2 C 4.341 5.718 -1.843
3 C 5.038 5.455 0.556
4 C 6.096 4.032 -1.223
5 Cl 3.528 3.484 -0.535
6 H 5.816 6.221 0.435
7 H 5.371 4.756 1.331
8 H 4.123 5.954 0.893
9 H 5.108 6.488 -2.002
10 H 3.418 6.220 -1.536
11 H 4.172 5.209 -2.799
12 H 6.891 4.776 -1.372
13 H 5.945 3.506 -2.172
14 H 6.441 3.318 -0.468
15 C -2.211 0.557 0.491
16 C -1.294 0.843 1.560
17 C -0.351 1.828 1.085
18 H -1.378 0.437 2.557
19 C -0.799 2.276 -0.202
20 C -1.873 1.445 -0.604
21 H -2.397 1.469 -1.555
22 H -3.116 -0.037 0.583
23 H 0.365 2.358 1.716
24 H -0.389 3.114 -0.762
25 C 1.330 -2.042 -0.102
26 C 0.279 -2.143 0.898
27 C 0.501 -1.080 1.849
28 H -0.400 -2.971 1.035
29 C 1.635 -0.301 1.390
30 C 2.205 -0.980 0.259
31 H 3.138 -0.732 -0.227
32 H 1.427 -2.703 -0.951
33 H -0.036 -0.973 2.770
34 H 2.134 0.465 1.977
35 Tc -0.298 -0.261 0.118
36 Br -5.285 -1.488 -3.289
37 C -3.656 -2.119 -2.594
38 C -3.276 -3.414 -2.903
39 C -2.069 -3.839 -2.367
40 C -1.285 -2.988 -1.582
41 N -1.608 -1.692 -1.322
42 C -2.811 -1.303 -1.837
43 H -3.876 -4.063 -3.535
44 H -1.684 -4.839 -2.553
45 H -0.384 -3.417 -1.130
46 H -3.174 -0.307 -1.630

## Properties
Total charge ... +2
⟨S²⟩ ... 3.78
Calculated total energy ... -106310.759 eV
Spin multiplicity ... 4
Highest occupied orbital energy (alpha / beta) ... -14.550 / -14.967 eV
HOMO-LUMO gap (alpha / beta) ... 0.23296 / 0.18711 Ha